# CHFIPS

2 unconnected molecules or ions with the total composition CHFIPS (the ωB97M-V functional and the def2-TZVPD basis, the Open Molecules 2025 dataset).

Atoms and positions in Å:
C1 -0.467 -0.099 -0.748
F1 -0.260 1.941 -0.144
P1 1.052 -0.019 0.093
S1 -1.795 -0.134 -1.508
I1 0.260 -0.255 2.361
H1 1.211 -1.434 -0.053

The value obtained for the LUMO energy is -2.22 eV. Its spin multiplicity is 1. The energy above the lowest of the compared OMol25 structures with the same formula, charge and spin is 65.2 kcal/mol. As for the molar mass: 221.96 g/mol. Its HOMO energy is -9.523 eV.

Want to see where the charge sits? The natural (NBO) charges in e are: C -0.3049; F -0.7046; P 0.5883; S 0.4825; I 0.0008; H -0.0619


# C8H10N2O4S

A single C8H10N2O4S molecule (the ωB97M-V functional and the def2-TZVPD basis, the Open Molecules 2025 dataset).

Atoms and positions in Å:
C1 1.190 0.531 -1.068
C2 0.697 0.386 0.401
N1 1.638 1.027 1.238
S1 0.410 -1.462 0.832
C3 -0.962 -1.704 -0.368
C4 -1.936 -2.832 0.103
C5 -2.953 -1.727 0.311
O1 -4.056 -1.774 0.737
N2 -2.085 -0.746 -0.206
C6 -1.929 0.588 0.026
C7 -3.208 1.363 -0.183
O2 -4.106 0.894 -0.828
O3 -3.257 2.623 0.168
C8 -0.817 1.163 0.494
O4 -0.688 2.466 0.802
H1 0.769 1.471 -1.622
H2 0.567 -0.380 -1.443
H3 2.189 0.219 -1.266
H4 1.494 0.889 2.270
H5 2.594 0.689 0.995
H6 -0.807 -1.688 -1.491
H7 -1.612 -3.190 1.098
H8 -2.226 -3.469 -0.743
H9 -2.461 2.931 0.785
H10 0.211 2.653 0.964

As for the structure (SMILES): C[C@]1(N)S[C@H]2CC(=O)N2C(C(=O)O)=C1O. The value obtained for the LUMO energy is 0.11 eV. Its spin multiplicity is 1. The energy above the lowest of the compared OMol25 structures with the same formula, charge and spin is 9.1 kcal/mol. As for the molar mass: 230.25 g/mol. Its HOMO energy is -8.734 eV.

Want to see where the charge sits? The natural (NBO) charges in e are: C -0.6596; C 0.0310; N -0.8756; S 0.1531; C -0.1688; C -0.5196; C 0.7137; O -0.5251; N -0.4471; C -0.0731; C 0.7604; O -0.5557; O -0.6703; C 0.3237; O -0.6953; H 0.2412; H 0.2268; H 0.2256; H 0.3836; H 0.3876; H 0.2218; H 0.2469; H 0.2470; H 0.5140; H 0.5138